Molecular formula: C33H53N3O5PS2
Method: DFT, ωB97M-V/def2-TZVPD

The geometry in XYZ format:
```
97
Properties=species:S:1:pos:R:3
C -2.0597 6.7839 3.3007
C -1.7787 5.3033 3.3974
C -0.4663 4.8520 3.5420
C -0.1981 3.4992 3.6656
C -1.2065 2.5351 3.6405
C -0.8148 1.0808 3.8244
C -0.9326 0.2055 2.5845
C -1.7315 0.5314 1.4884
C -1.8010 -0.3108 0.4030
C -2.6301 -0.0514 -0.8370
C -3.6058 1.1261 -0.7487
C -4.8991 0.7907 0.0406
C -5.1666 1.7087 1.2680
C -5.3731 0.8793 2.5512
N -6.0374 1.6226 3.6248
N -1.0795 -1.4589 0.4079
N -1.1291 -2.2827 -0.7474
C -1.8662 -3.2746 -0.6247
S -2.4476 -4.6725 -0.3727
C -0.2797 -1.8349 1.4279
C 0.5352 -3.0943 1.3539
C 2.0383 -2.7374 1.0605
O 2.3262 -3.0108 -0.2878
C -0.2128 -1.0118 2.5542
P 0.8094 -1.6052 3.9785
S 0.0230 -3.1439 4.8897
C -2.5091 2.9845 3.4775
C -2.7788 4.3394 3.3524
H -1.9509 7.1861 2.2927
H -3.0635 6.9665 3.6963
H -1.3852 7.3322 3.9645
H 0.3745 5.5384 3.5633
H 0.8323 3.1767 3.8035
H -1.4054 0.6397 4.6373
H 0.2371 1.0842 4.1027
H -2.2968 1.4529 1.4931
H -1.9529 0.0395 -1.6944
H -3.2181 -0.9565 -1.0269
H -3.9258 1.3292 -1.7759
H -3.1074 2.0395 -0.4109
H -5.7525 0.9017 -0.6385
H -4.8975 -0.2680 0.3337
H -4.3522 2.4359 1.3528
H -6.0896 2.2663 1.0777
H -6.0010 0.0173 2.3140
H -4.3924 0.5128 2.8834
H -5.7547 2.5944 3.6199
H -7.0418 1.5675 3.5336
H 0.2540 -3.7227 0.5091
H 0.4362 -3.7041 2.2526
H 2.6527 -3.3858 1.6958
H 2.1971 -1.6862 1.3325
H 3.2558 -3.2723 -0.3029
H 2.1134 -1.8824 3.5372
H 0.9385 -0.5678 4.9143
H -3.3329 2.2816 3.4608
H -3.7991 4.7000 3.2365
C 7.3133 -4.7791 0.9322
C 5.8455 -4.6296 1.2246
O 5.1700 -3.7995 0.6510
C 5.2520 -5.5532 2.2570
H 7.6080 -4.0572 0.1737
H 7.8940 -4.5993 1.8381
H 7.5180 -5.7846 0.5623
H 5.7471 -5.4055 3.2177
H 5.3726 -6.5903 1.9419
H 4.1901 -5.3414 2.3710
C -8.2767 2.7287 -1.3104
C -7.2382 2.8545 -2.3981
O -6.3293 2.0591 -2.5003
C -7.3817 4.0117 -3.3518
H -8.0582 1.8561 -0.6967
H -8.2651 3.6186 -0.6790
H -9.2668 2.6097 -1.7520
H -7.3331 4.9545 -2.8047
H -8.3352 3.9455 -3.8777
H -6.5742 3.9835 -4.0802
C 3.8079 -3.3918 -3.0399
C 4.6693 -3.3630 -4.2810
O 5.4581 -4.2482 -4.5189
C 4.4999 -2.1825 -5.2033
H 4.0318 -4.2924 -2.4693
H 4.0168 -2.5180 -2.4207
H 2.7527 -3.4016 -3.3158
H 4.7366 -1.2586 -4.6777
H 3.4732 -2.1389 -5.5704
H 5.1718 -2.2841 -6.0517
C 7.6235 -0.1847 -4.8139
C 7.2205 0.3056 -6.1848
O 6.0608 0.3917 -6.5203
C 8.3382 0.6864 -7.1236
H 6.7353 -0.4228 -4.2348
H 8.2372 -1.0823 -4.9041
H 8.1866 0.5909 -4.2926
H 8.9821 -0.1752 -7.3067
H 8.9284 1.4967 -6.6926
H 7.9174 1.0203 -8.0695
```

Calculated values
- charge = +1
- strongest force on any atom (hartree/bohr) = 0.03545

***

Molecular formula: C33H54BN2O10S3
Method: DFT, ωB97M-V/def2-TZVPD

The geometry in XYZ format:
```
103
Properties=species:S:1:pos:R:3
C 5.5867 4.4901 0.0350
C 5.4368 3.2306 -0.9562
C 5.5954 3.2816 -2.4961
C 5.4189 1.9745 -3.3446
C 5.0428 0.6158 -2.6473
C 4.8693 -0.7229 -3.5253
C 5.0920 -0.4654 -5.1076
C 6.0789 -1.7161 -3.0558
C 4.8348 0.5503 -1.1055
O 4.4520 -0.6295 -0.3890
C 3.0147 -0.9007 -0.6083
C 2.0581 -0.0045 0.3043
O 2.0223 1.4190 0.1220
B 1.1626 1.8798 1.2402
C 1.7968 2.0209 2.7482
N 2.3836 3.3620 3.0746
O 0.0879 0.8285 1.2329
C 0.4686 -0.3202 0.3821
C -0.4623 -0.0952 -0.9023
C 0.0818 -0.7263 -2.2746
C 0.2844 -2.3270 -2.2375
S 0.8118 -2.9925 -3.9207
C 0.2193 -1.5580 1.3754
C -1.0818 -2.4337 1.0765
C -2.4743 -1.7049 1.4240
S -3.7657 -2.4953 0.2864
C -4.7354 -1.1275 -0.5583
S -6.3666 -1.0436 -0.1003
N -4.1485 -0.2191 -1.5623
C -4.8341 -0.2818 -2.8800
C -5.7809 0.9717 -3.2179
O -6.3199 1.5904 -2.0252
C -5.1952 2.1704 -1.3289
C -3.9651 1.1697 -1.0579
C 5.0660 1.8781 -0.3038
H 6.4655 5.1156 -0.3336
H 5.8943 4.0457 1.0563
H 4.6011 5.0725 0.1109
H 5.8353 4.2752 -2.9925
H 5.5552 2.0901 -4.4679
H 3.8499 -1.2203 -3.4135
H 6.1660 -0.0725 -5.2634
H 4.3918 0.3452 -5.5286
H 4.9949 -1.4504 -5.6789
H 6.8668 -1.0667 -2.5188
H 6.6072 -2.1566 -3.9715
H 5.7326 -2.4964 -2.2981
H 2.8220 -0.6509 -1.7056
H 2.8936 -2.0265 -0.4411
H 2.4065 -0.2937 1.3723
H 0.8506 2.9880 0.9044
H 0.9316 1.7902 3.4865
H 2.6103 1.2328 2.9881
H 2.9179 3.7627 2.2901
H 1.6165 3.9751 3.3746
H -1.5475 -0.4281 -0.7837
H -0.5017 1.0484 -1.0721
H 1.0008 -0.1659 -2.6987
H -0.7493 -0.5456 -3.0634
H -0.7750 -2.7667 -2.0838
H 0.9593 -2.6797 -1.3896
H 2.1492 -2.6693 -4.0921
H 1.1782 -2.2058 1.4427
H 0.0912 -1.1174 2.4335
H -1.0235 -3.3562 1.7742
H -1.1628 -2.8524 0.0201
H -2.4386 -0.5704 1.2150
H -2.8186 -1.9443 2.4834
H -4.0414 -0.3235 -3.7249
H -5.4649 -1.2351 -3.0170
H -5.1900 1.7873 -3.7774
H -6.6736 0.7102 -3.8926
H -5.5096 2.6263 -0.3187
H -4.8330 3.0610 -1.9754
H -3.8069 1.0951 0.0756
H -2.9929 1.6384 -1.4756
H 4.9250 1.7763 0.8359
C -3.8198 -8.4009 2.2065
C -3.0860 -7.3509 3.0117
C -3.2182 -5.9609 2.4614
O -2.0263 -5.3376 2.9258
C -1.1000 -6.3278 3.0697
O 0.0654 -6.1417 3.2651
O -1.6774 -7.5588 2.9581
H -3.5694 -9.4016 2.5680
H -4.9014 -8.2629 2.2730
H -3.5261 -8.3667 1.1537
H -3.3934 -7.3997 4.0625
H -4.1001 -5.4421 2.8411
H -3.2245 -5.9227 1.3674
C -3.1848 3.8642 3.0039
C -2.4891 4.9523 3.7926
C -2.6692 6.3285 3.2206
O -1.4996 7.0000 3.6749
C -0.5404 6.0419 3.8339
O 0.6186 6.2668 4.0247
O -1.0758 4.7929 3.7421
H -2.8994 2.8790 3.3812
H -4.2712 3.9651 3.0681
H -2.8914 3.8919 1.9507
H -2.7954 4.9093 4.8441
H -3.5690 6.8224 3.5919
H -2.6757 6.3488 2.1262
```

Calculated values
- charge = -1
- strongest force on any atom (hartree/bohr) = 0.08515

***

Molecular formula: C33H54ClF13N3O9
Method: DFT, ωB97M-V/def2-TZVPD

The geometry in XYZ format:
```
113
Properties=species:S:1:pos:R:3
C -1.2239 -3.3369 6.0611
C -1.8129 -2.6182 4.7501
C -2.6590 -1.3555 5.1689
Cl -4.2992 -1.7934 5.8832
C -2.7707 -0.2196 4.0507
C -2.9481 -0.8090 2.5773
C -4.1945 -1.7860 2.4530
C -4.1043 -2.6201 1.0825
C -3.0061 -3.7681 1.1371
O -3.2762 -4.7671 2.1378
C -2.9446 0.3542 1.4716
C -4.3809 1.0162 1.2709
C -5.2936 0.3149 0.1879
F -5.1063 1.1706 2.4771
N -2.0108 1.4362 1.9246
C -1.0487 1.0145 2.8579
N 0.2588 0.8771 2.6922
C 0.9045 1.1782 1.4178
F 1.0172 2.5661 1.3341
F 0.3064 0.6172 0.3166
C 2.4153 0.6278 1.4428
F 3.0938 1.0341 2.5795
F 3.1091 1.1939 0.3761
C 2.5027 -0.9554 1.3346
F 3.5170 -1.3534 2.2076
F 1.3604 -1.6168 1.7444
C 2.9132 -1.5119 -0.0909
F 2.6335 -2.8710 -0.0769
F 2.1965 -0.9855 -1.1333
F 4.2398 -1.3605 -0.3825
N -1.5410 0.6264 4.1810
C -1.7356 1.7987 5.0191
F -2.2363 2.9026 4.3708
F -0.4785 2.1540 5.5217
F -2.5308 1.5651 6.1012
H -0.8782 -4.3911 5.8282
H -2.0651 -3.3674 6.8206
H -0.3419 -2.7467 6.4598
H -2.4233 -3.4145 4.2289
H -0.9694 -2.3454 4.0528
H -2.0995 -0.8755 6.0332
H -3.7166 0.3574 4.2945
H -2.0378 -1.4509 2.3272
H -5.1868 -1.2786 2.5822
H -4.1241 -2.5760 3.2647
H -3.7984 -1.9478 0.2218
H -5.1110 -3.0935 0.8617
H -1.9662 -3.3192 1.2069
H -3.0413 -4.2803 0.1223
H -2.4443 -4.8399 2.6398
H -2.6362 -0.1031 0.4797
H -4.1826 2.0702 0.8867
H -5.9713 1.1033 -0.2704
H -4.7361 -0.2197 -0.6262
H -6.0015 -0.3701 0.7544
H -1.6400 2.0091 1.1616
H 0.8298 0.5268 3.4686
O -6.7263 2.5829 -1.3375
C -6.2067 3.3688 -2.0931
O -5.3272 4.2635 -1.6233
C -4.5253 5.1197 -2.4511
C -5.2863 6.3693 -2.8441
C -6.5992 3.4198 -3.5439
H -4.1353 4.5761 -3.3143
H -3.6625 5.4000 -1.8503
H -6.1722 6.1318 -3.4361
H -4.6513 7.0386 -3.4267
H -5.6340 6.8978 -1.9541
H -7.5107 4.0094 -3.6469
H -6.7900 2.4013 -3.8848
H -5.8285 3.8218 -4.1968
O -0.7726 5.5292 -2.5256
C 0.4115 5.3282 -2.4436
O 0.9408 4.2170 -2.9822
C 2.3458 3.9746 -3.0928
C 2.8954 3.3839 -1.8120
C 1.3018 6.2612 -1.6679
H 2.8763 4.8780 -3.4013
H 2.4691 3.2544 -3.9032
H 2.7751 4.0688 -0.9702
H 3.9565 3.1515 -1.9189
H 2.3580 2.4693 -1.5545
H 1.2440 6.0120 -0.6077
H 0.9443 7.2807 -1.8169
H 2.3407 6.2514 -1.9890
O 0.0112 -1.5495 -5.4018
C 1.2009 -1.7268 -5.3454
O 1.7473 -2.8130 -5.9154
C 3.1575 -3.0264 -6.0594
C 3.7509 -3.6328 -4.8037
C 2.0827 -0.7897 -4.5639
H 3.6636 -2.1064 -6.3616
H 3.2750 -3.7280 -6.8866
H 3.6390 -2.9680 -3.9445
H 4.8130 -3.8425 -4.9414
H 3.2373 -4.5629 -4.5522
H 2.0481 -1.0633 -3.5100
H 1.6994 0.2247 -4.6851
H 3.1164 -0.7678 -4.9016
O 8.3200 -5.5690 -2.0205
C 8.0717 -4.9452 -1.0236
O 7.1401 -3.9708 -1.0553
C 6.6411 -3.2924 0.1010
C 7.5447 -2.1400 0.4914
C 8.8484 -5.1738 0.2454
H 6.4725 -3.9917 0.9239
H 5.6648 -2.9033 -0.1749
H 8.5438 -2.4860 0.7606
H 7.1282 -1.5938 1.3405
H 7.6648 -1.4509 -0.3474
H 9.7838 -4.6153 0.1976
H 9.0697 -6.2386 0.3255
H 8.3083 -4.9047 1.1505
```

Calculated values
- charge = +1
- strongest force on any atom (hartree/bohr) = 0.06697

***

Calculated values (eV) of orbital gap for the records, taken in order: 7.23; 4.97; 6.73.